Entry 1:
{
  "formula": "CH5N3S",
  "method": "the ωB97M-V functional and the def2-TZVPD basis",
  "symbols": ["C", "H", "H", "H", "H", "H", "N", "N", "N", "S"],
  "xyz": [[-0.47362, 0.06197, -0.30716], [2.19054, 1.06902, 0.73765], [1.15429, -0.03066, 1.71245], [-0.44867, 1.82848, 0.50434], [-1.93796, 1.56838, -0.31210], [-2.47845, -0.07847, -1.22021], [1.19470, 0.81348, 1.23069], [0.12650, 0.90592, 0.52327], [-1.92048, 0.34190, -0.47618], [0.53481, -1.19735, -0.53273]],
  "atomic_forces_ev_per_a": [[-1.514, -1.363, 0.589], [-3.297, -1.397, 1.298], [0.875, -1.737, 0.946], [1.782, -1.470, 1.078], [-0.849, -4.974, -1.180], [0.789, 0.509, -0.033], [5.420, 2.651, 0.171], [-6.124, 6.064, -2.280], [3.514, 4.267, 1.344], [-0.596, -2.549, -1.933]],
  "total_energy_ev": -16420.47713,
  "spin_multiplicity": 1,
  "smiles": "NNC(N)=S",
  "relative_energy_kcal_mol": 65.6,
  "gap_ev": 8.68,
  "homo_energy_ev": -8.2
}



Entry 2:
{
  "formula": "C5H13BO2S",
  "method": "the ωB97M-V functional and the def2-TZVPD basis",
  "symbols": ["B", "C", "C", "C", "C", "C", "O", "O", "S", "H", "H", "H", "H", "H", "H", "H", "H", "H", "H", "H", "H", "H"],
  "xyz": [[0.39074, 0.72051, 0.35452], [1.23275, -0.08614, -2.01626], [-0.47026, -0.59292, 2.45398], [0.56720, 3.17779, 0.50171], [-0.76198, -1.28305, -0.89802], [0.53490, -0.59874, -0.65612], [-0.21061, 0.56004, 1.60835], [0.62976, 1.93814, -0.11162], [-2.11790, -0.42968, -1.68392], [2.00935, 0.67803, -1.80039], [1.70292, -0.86202, -2.46652], [0.53126, 0.35326, -2.72817], [0.13519, -0.45871, 3.40743], [-0.21694, -1.61629, 1.89778], [-1.67805, -0.78926, 2.59206], [0.21283, 3.99125, -0.14361], [1.46711, 3.44532, 1.03360], [-0.25542, 2.97606, 1.27777], [-0.61148, -2.19709, -1.50457], [-1.10905, -1.62927, 0.22133], [1.23367, -1.32693, -0.25619], [-2.78943, -1.47237, -1.88322]],
  "atomic_forces_ev_per_a": [[-1.514, -2.825, 0.650], [-1.270, 2.138, 2.399], [-1.278, -1.747, -1.490], [-2.906, -0.308, 2.569], [-0.953, -2.724, 2.901], [1.562, 3.350, -1.294], [0.099, -0.253, 0.572], [1.381, 0.118, -2.012], [1.169, 3.024, 0.196], [-0.558, -0.416, -0.024], [1.382, -2.558, -1.541], [-0.105, 0.005, 0.241], [-1.157, -0.356, -1.172], [0.162, 2.184, 1.316], [3.070, 1.172, 0.077], [0.361, -0.514, -0.219], [0.443, 0.028, -0.096], [1.096, 1.231, -0.548], [0.063, 0.310, 0.458], [0.458, 0.517, -2.932], [-0.027, -0.179, 0.372], [-1.478, -2.196, -0.422]],
  "total_energy_ev": -21002.65845,
  "spin_multiplicity": 1,
  "smiles": "COB(OC)[C@H](C)CS",
  "relative_energy_kcal_mol": 0.0,
  "gap_ev": 9.38,
  "homo_energy_ev": -8.7
}



Entry 3:
{
  "formula": "C4H14NO2",
  "method": "the ωB97M-V functional and the def2-TZVPD basis",
  "symbols": ["C", "O", "C", "C", "C", "N", "H", "H", "H", "H", "H", "H", "H", "H", "H", "H", "H", "H", "H", "H", "O"],
  "xyz": [[1.33953, -0.75731, 0.90911], [1.73182, 0.29327, 1.81237], [-0.04849, -0.34297, 0.35726], [-0.56986, -1.32322, -0.69618], [0.29014, -1.42512, -1.96253], [-0.00312, 1.09067, -0.24843], [1.31958, -1.65205, 1.53824], [2.16796, -0.76749, 0.15001], [2.50362, 0.00092, 2.37786], [-0.73329, -0.21529, 1.19206], [-1.61588, -1.06638, -0.88588], [-0.59720, -2.27731, -0.15253], [0.69697, -0.47971, -2.28455], [-0.38007, -1.93747, -2.65962], [1.14750, -2.10147, -1.85926], [0.21069, 1.19105, -1.23812], [-0.94228, 1.46519, -0.03200], [0.76836, 1.54320, 0.22231], [-2.05184, 2.91227, 1.88680], [-3.06806, 3.04485, 0.64354], [-2.16608, 2.80438, 0.92955]],
  "atomic_forces_ev_per_a": [[-1.008, 2.034, 0.958], [0.658, -0.982, -0.545], [0.288, 0.439, -1.449], [0.618, -0.243, 1.051], [-0.504, -1.002, 0.826], [0.310, -1.518, 0.836], [0.299, -0.650, -0.396], [-0.071, -0.384, -0.007], [-0.321, 0.231, 0.072], [0.013, -0.252, 0.193], [0.092, 0.043, -0.147], [-0.200, -0.109, -0.396], [-0.260, 0.301, -0.674], [0.452, 0.522, -0.557], [-0.099, 0.030, 0.240], [-0.267, -0.485, -0.382], [0.115, 1.164, 0.184], [-0.367, 1.219, 0.355], [-0.643, 0.267, -0.410], [0.528, -0.014, 0.622], [0.367, -0.610, -0.375]],
  "total_energy_ev": -9938.99880,
  "total_charge": 2,
  "spin_multiplicity": 2,
  "relative_energy_kcal_mol": 32.2,
  "gap_ev": [11.01, 4.02],
  "homo_energy_ev": [-18.8, -18.8]
}



Entry 4:
{
  "formula": "C26H31ClNO4PS",
  "method": "the ωB97M-V functional and the def2-TZVPD basis",
  "symbols": ["C", "C", "C", "C", "C", "C", "C", "C", "C", "Cl", "N", "C", "C", "C", "C", "C", "C", "C", "C", "P", "O", "O", "O", "C", "C", "C", "C", "C", "C", "S", "H", "H", "H", "H", "H", "H", "H", "H", "H", "H", "H", "H", "H", "H", "H", "H", "H", "H", "H", "H", "H", "H", "H", "H", "H", "C", "C", "O", "C", "H", "H", "H", "H", "H", "H"],
  "xyz": [[3.66195, -1.81200, 4.19768], [2.61825, -1.84455, 3.57182], [1.69041, -1.95605, 2.43259], [1.47577, -3.22628, 1.85660], [0.61516, -3.32784, 0.74520], [0.40846, -4.72776, 0.15460], [-0.00903, -2.17696, 0.24803], [0.17012, -0.89757, 0.80282], [1.02926, -0.81925, 1.91840], [1.36753, 0.70643, 2.73488], [-0.45103, 0.32329, 0.38682], [0.24129, 0.99410, -0.77662], [1.76325, 0.72610, -0.90354], [2.08953, -0.36989, -1.98225], [1.64889, 0.16265, -3.38656], [3.64131, -0.56302, -1.97984], [-1.81729, 0.12620, -0.03669], [-2.75839, 1.14397, 0.24305], [-4.09082, 1.01838, -0.19263], [-5.21218, 2.39564, 0.20294], [-5.57515, 3.10916, -1.04870], [-6.58989, 1.91246, 0.89308], [-4.41928, 3.48185, 1.13198], [-4.55957, -0.10928, -0.92513], [-6.01944, -0.18446, -1.40749], [-6.24742, -1.07752, -2.64577], [-5.45633, -1.06906, -3.75768], [-3.62480, -1.11587, -1.17601], [-2.29662, -0.98394, -0.74729], [-1.12955, -2.29694, -1.16131], [4.40835, -1.98422, 4.96199], [1.97024, -4.11516, 2.26786], [0.14276, -4.71044, -0.91624], [-0.38424, -5.24680, 0.73121], [1.32323, -5.34706, 0.23602], [-0.33836, 0.76376, -1.69083], [0.11689, 2.08868, -0.62262], [2.28666, 0.55061, 0.05008], [2.20576, 1.65594, -1.32531], [1.54142, -1.31296, -1.81211], [0.54392, 0.14869, -3.50104], [2.02031, -0.51117, -4.18644], [1.98777, 1.20664, -3.54722], [4.08016, 0.32920, -2.45773], [3.94614, -1.48005, -2.51682], [3.94818, -0.69637, -0.92554], [-2.41365, 2.03521, 0.77955], [-7.28501, 2.49338, 0.53989], [-3.96882, 4.05336, 0.48953], [-6.72663, -0.40795, -0.58480], [-6.27539, 0.84271, -1.74696], [-7.13933, -1.73161, -2.60013], [-5.82660, -0.78988, -4.75602], [-4.38090, -1.31104, -3.69320], [-3.94769, -2.01508, -1.71974], [5.42835, 1.50803, 2.91938], [5.50644, 2.88545, 2.30971], [5.32351, 3.06328, 1.12728], [5.82233, 4.03327, 3.23738], [5.19463, 0.78221, 2.14178], [6.38766, 1.24400, 3.36870], [4.64007, 1.47888, 3.67392], [6.79822, 3.87980, 3.70135], [5.05214, 4.11369, 4.00646], [5.84708, 4.96099, 2.66769]],
  "atomic_forces_ev_per_a": [[-1.168, -0.581, 0.449], [1.029, -0.020, -1.101], [0.116, -0.174, 0.719], [-0.501, 1.033, -0.476], [0.649, -0.739, 0.349], [-0.068, 0.069, 0.017], [-0.678, 0.395, -0.405], [0.845, -0.060, 1.328], [0.299, -0.282, 0.332], [-0.384, -0.540, -0.588], [-0.486, -1.078, -1.502], [0.424, 1.090, 0.531], [-0.349, -0.199, -1.372], [0.501, 0.931, -0.411], [-0.431, -0.540, 0.180], [-1.039, -0.521, 0.258], [-1.331, 0.559, 0.340], [0.090, -0.689, -0.292], [-0.146, -0.084, 1.029], [-0.283, 1.598, -2.123], [0.049, -0.242, 0.058], [1.256, -0.062, 0.597], [-0.430, -1.395, 0.122], [0.251, 0.400, 0.534], [1.024, -0.843, 0.005], [0.015, -0.005, 0.314], [0.272, -0.148, 0.254], [-0.244, 0.229, 0.016], [0.907, -0.378, 0.163], [-0.152, 0.345, 0.532], [-0.277, 0.385, -0.548], [-0.221, 0.495, -0.216], [-0.052, 0.030, 0.539], [0.286, 0.235, -0.481], [-0.394, 0.490, 0.092], [0.666, -0.087, 0.239], [-0.106, -0.623, 0.042], [-0.472, -0.029, -0.286], [-0.178, -0.430, 0.396], [0.371, 0.328, 0.212], [0.573, 0.089, 0.140], [0.025, 0.519, 0.392], [0.004, -0.628, -0.011], [0.158, -0.424, 0.430], [-0.130, 0.519, 0.028], [0.250, 0.298, -0.540], [-0.239, -0.477, -0.079], [0.189, -0.091, 0.032], [-0.205, 0.074, 0.156], [0.518, -0.144, -0.340], [0.021, -0.609, 0.057], [-0.528, 1.632, -0.699], [-0.302, -1.796, 0.149], [-0.205, 1.827, 0.104], [0.270, 0.386, 0.355], [-0.063, -0.084, -0.274], [-0.030, -0.006, -0.194], [0.003, 0.001, 0.068], [-0.023, 0.182, -0.239], [-0.016, 0.039, 0.030], [-0.082, 0.037, 0.177], [0.127, -0.036, 0.119], [-0.099, -0.045, 0.166], [0.132, -0.078, 0.125], [-0.007, -0.052, 0.000]],
  "total_energy_ev": -69789.52475,
  "spin_multiplicity": 1,
  "smiles": "C#Cc1cc(C)c2c(c1Cl)N(CCC(C)C)c1cc(P(=O)(O)O)c(CC=C)cc1S2.CC(C)=O",
  "gap_ev": 8.52,
  "homo_energy_ev": -8.3
}